Entry from OMol25: an isolated molecule of C21H29N3O3S (ωB97M-V with the def2-TZVPD basis set).

Geometry as XYZ:
```
57
Properties=species:S:1:pos:R:3
C -3.00 4.96 6.52
C -2.75 4.63 5.06
O -3.29 3.35 4.79
C -3.29 2.98 3.43
C -1.92 2.54 2.90
C -1.40 1.34 3.69
N -0.05 0.98 3.31
C 0.21 -0.02 2.45
O -0.63 -0.75 1.97
C 1.69 -0.20 2.13
N 1.84 -1.25 1.16
C 2.68 -1.14 0.11
S 3.79 0.10 0.06
N 2.65 -2.11 -0.83
C 3.43 -1.99 -2.05
C 2.56 -1.68 -3.24
C 2.57 -2.47 -4.37
C 1.73 -2.19 -5.44
C 0.85 -1.12 -5.38
C -0.08 -0.81 -6.52
C 0.85 -0.31 -4.25
C 1.70 -0.59 -3.19
C 1.71 -3.22 -0.80
C 0.41 -2.92 -1.47
C -0.65 -2.12 -1.12
C -1.56 -2.20 -2.20
C -1.00 -3.04 -3.11
O 0.19 -3.48 -2.68
H -2.60 5.94 6.75
H -2.52 4.22 7.15
H -4.07 4.96 6.72
H -3.23 5.38 4.40
H -1.66 4.65 4.85
H -3.68 3.80 2.81
H -3.99 2.14 3.38
H -2.02 2.28 1.85
H -1.21 3.37 2.99
H -2.03 0.47 3.50
H -1.42 1.56 4.76
H 0.70 1.58 3.60
H 2.24 -0.44 3.04
H 2.12 0.73 1.72
H 0.98 -1.78 1.05
H 4.16 -1.19 -1.89
H 3.98 -2.93 -2.22
H 3.23 -3.32 -4.43
H 1.75 -2.83 -6.31
H -0.02 -1.58 -7.29
H 0.18 0.14 -6.97
H -1.10 -0.74 -6.16
H 0.18 0.53 -4.19
H 1.69 0.05 -2.32
H 2.17 -4.05 -1.35
H 1.57 -3.54 0.24
H -0.79 -1.55 -0.22
H -2.51 -1.70 -2.28
H -1.33 -3.39 -4.07
```

Values from the calculation:
* charge: 0
* highest occupied orbital energy: -7.906 eV
* spin multiplicity: 1
* SMILES: CCOCCCNC(=O)CNC(=S)N(Cc1ccc(C)cc1)Cc1ccco1
* HOMO-LUMO gap: 8.540 eV
* energy relative to the best compared isomer or geometry (same formula, charge and spin): 51.5 kcal/mol

Entry from OMol25: a structure of composition C32H44BCl5LaN12S4 at a distorted geometry (ωB97M-V with the def2-TZVPD basis set).

Geometry as XYZ:
```
99
Properties=species:S:1:pos:R:3
La -0.80 -0.07 0.01
C 0.71 -0.97 -6.21
C 0.71 -0.18 -4.90
C -0.72 -0.09 -4.39
C 1.30 1.20 -5.19
N 1.56 -0.90 -3.89
C 2.19 -2.11 -4.15
C 2.84 -2.47 -3.03
N 2.61 -1.50 -2.08
B 3.20 -1.74 -0.66
N 2.42 -2.82 0.14
C 3.11 -3.51 1.11
C 2.26 -4.38 1.68
N 1.03 -4.24 1.04
C 1.15 -3.27 0.10
S -0.08 -2.70 -0.98
C -0.10 -5.12 1.50
C -1.40 -4.92 0.72
C -0.37 -4.80 2.97
C 0.34 -6.57 1.32
N 3.40 -0.42 0.14
C 4.47 0.38 -0.20
C 4.48 1.44 0.62
N 3.40 1.30 1.49
C 2.75 0.14 1.18
S 1.35 -0.49 1.98
C 3.11 2.26 2.60
C 3.29 1.54 3.94
C 4.10 3.42 2.54
C 1.70 2.83 2.45
C 1.83 -0.54 -2.61
S 1.28 0.89 -1.80
H 0.11 -0.42 -6.93
H 0.26 -1.96 -6.09
H 1.72 -1.08 -6.62
H -1.36 0.33 -5.17
H -0.78 0.55 -3.51
H -1.10 -1.08 -4.13
H 0.68 1.71 -5.93
H 2.31 1.11 -5.59
H 1.33 1.82 -4.29
H 2.13 -2.62 -5.09
H 3.44 -3.34 -2.82
H 4.31 -2.19 -0.83
H 4.15 -3.31 1.32
H 2.44 -5.08 2.48
H -1.81 -3.92 0.84
H -2.12 -5.64 1.11
H -1.27 -5.12 -0.35
H -0.64 -3.75 3.09
H 0.50 -5.01 3.60
H -1.20 -5.41 3.33
H 0.60 -6.77 0.28
H -0.48 -7.24 1.61
H 1.20 -6.82 1.95
H 5.12 0.13 -1.02
H 5.15 2.28 0.64
H 4.32 1.20 4.05
H 2.62 0.69 4.02
H 3.06 2.24 4.76
H 5.13 3.09 2.67
H 3.86 4.11 3.35
H 4.01 3.97 1.60
H 0.94 2.09 2.67
H 1.55 3.19 1.43
H 1.58 3.67 3.13
Cl -3.58 -1.52 -1.10
C -3.62 0.09 -1.80
C -2.56 0.90 -1.43
C -2.56 2.15 -2.01
Cl -1.19 3.18 -1.63
C -3.53 2.60 -2.90
Cl -3.45 4.18 -3.58
C -4.58 1.74 -3.22
Cl -5.81 2.26 -4.31
C -4.63 0.46 -2.67
Cl -5.91 -0.62 -3.06
N -1.83 6.42 2.71
C -1.86 5.40 1.84
N -2.06 5.68 0.55
N -1.71 4.20 2.34
C -1.64 3.05 1.75
N -1.57 1.93 1.43
H -1.86 7.38 2.41
H -1.62 6.22 3.67
H -2.21 6.62 0.23
H -2.10 4.94 -0.13
S -2.20 -1.48 2.31
C -3.28 -0.21 2.61
N -3.32 0.52 3.73
C -4.26 1.63 3.64
C -5.00 1.34 2.31
N -4.22 0.23 1.77
H -2.57 0.48 4.39
H -3.73 2.59 3.61
H -4.94 1.64 4.49
H -4.97 2.19 1.64
H -6.03 1.05 2.47
H -4.46 -0.28 0.94
```

Values from the calculation:
* charge: +1
* highest occupied orbital energy: -9.858 eV
* spin multiplicity: 1
* HOMO-LUMO gap: 7.848 eV
* energy relative to the best compared isomer or geometry (same formula, charge and spin): 0.0 kcal/mol

Entry from OMol25: a structure of composition C2H6IMnO at a distorted geometry (ωB97M-V with the def2-TZVPD basis set).

Geometry as XYZ:
```
11
Properties=species:S:1:pos:R:3
Mn 2.79 3.31 -1.58
I 1.68 2.71 0.95
C -0.17 -1.37 -0.48
C -0.76 -0.52 0.62
O -1.21 0.72 0.05
H 0.08 -2.38 -0.15
H 0.73 -0.88 -0.85
H -0.83 -1.55 -1.33
H -0.08 -0.40 1.46
H -1.63 -1.05 0.99
H -0.61 1.41 0.33
```

Values from the calculation:
* charge: +1
* highest occupied orbital energy (alpha / beta): -12.729 / -12.728 eV
* spin multiplicity: 6
* <S²>: 8.772
* HOMO-LUMO gap (alpha / beta): 4.679 / 4.768 eV
* energy relative to the best compared isomer or geometry (same formula, charge and spin): 8.6 kcal/mol

Entry from OMol25: a structure of composition C22H24BBr3Cl4KLi2MgN2O6 at a distorted geometry (ωB97M-V with the def2-TZVPD basis set).

Geometry as XYZ:
```
66
Properties=species:S:1:pos:R:3
C -1.05 -4.74 3.30
N -1.71 -4.21 2.09
C -0.70 -4.15 1.01
B -2.40 -2.95 2.32
O -3.75 -3.00 2.61
C -1.75 -1.48 2.34
C -1.95 -0.64 1.25
C -1.29 0.72 1.25
Br -1.50 2.03 -0.19
C -0.54 1.05 2.36
C -0.41 0.18 3.43
C -0.99 -1.07 3.42
N -0.65 -1.83 4.58
C 0.41 0.64 4.65
O 0.05 0.40 5.78
C 1.67 1.44 4.30
C 2.90 1.37 5.04
C 3.90 2.19 4.63
C 3.73 3.04 3.49
C 2.58 3.11 2.76
C 1.49 2.32 3.17
C 0.20 2.36 2.51
O -0.27 3.43 2.09
H -0.13 -4.20 3.57
H -1.78 -4.74 4.12
H -0.79 -5.78 3.12
H -0.95 -4.77 0.16
H -0.53 -3.14 0.62
H 0.27 -4.49 1.41
H -4.23 -3.44 1.90
H -2.59 -0.98 0.38
H -1.38 -2.48 4.85
H 0.24 -2.30 4.44
H 2.96 0.68 5.88
H 4.85 2.17 5.15
H 4.57 3.65 3.17
H 2.47 3.75 1.90
Li -0.64 -1.23 6.51
C 0.03 -1.95 -3.01
C -0.47 -3.25 -2.35
O 0.22 -4.24 -2.57
O -1.54 -3.13 -1.67
H 0.93 -2.11 -3.58
H -0.74 -1.56 -3.68
H 0.23 -1.20 -2.25
Mg 4.10 4.17 6.18
Br 1.97 -0.55 3.41
C 0.30 1.25 -6.59
C -0.92 0.68 -5.90
O -1.09 0.82 -4.72
C -1.91 -0.06 -6.77
H 0.92 1.75 -5.85
H 0.88 0.45 -7.05
H 0.00 1.97 -7.35
H -1.43 -0.92 -7.23
H -2.31 0.60 -7.54
H -2.73 -0.41 -6.15
Br -1.85 4.66 3.15
K -1.29 -0.94 -1.28
Cl 2.45 -1.70 6.13
C 1.20 5.00 -7.87
Cl 0.71 6.40 -8.88
Cl 0.09 4.81 -6.52
Cl 1.30 3.55 -8.84
H 2.19 5.22 -7.47
Li -1.55 7.75 -9.11
```

Values from the calculation:
* charge: +1
* highest occupied orbital energy: -8.214 eV
* spin multiplicity: 1
* HOMO-LUMO gap: 2.917 eV

Entry from OMol25: a cluster of 2 separate species, C5H7NO2 in total at a distorted geometry (ωB97M-V with the def2-TZVPD basis set).

Geometry as XYZ:
```
15
Properties=species:S:1:pos:R:3
C 1.86 -1.52 -0.68
C 1.16 -0.59 -0.37
C 0.29 0.48 0.14
C 0.88 1.85 -0.10
O -0.10 0.27 1.39
O -1.03 0.46 -0.86
H 2.44 -2.40 -0.80
H 1.79 1.97 0.50
H 1.14 1.99 -1.15
H 0.15 2.60 0.20
H -1.19 -0.14 1.41
H -0.95 -0.15 -1.61
C -2.05 -1.35 0.84
N -2.20 -1.26 -0.35
H -2.19 -2.22 1.46
```

Values from the calculation:
* charge: 0
* highest occupied orbital energy: -9.655 eV
* spin multiplicity: 1
* SMILES: C#CC(C)(O)O.C#N
* HOMO-LUMO gap: 9.099 eV
* energy relative to the best compared isomer or geometry (same formula, charge and spin): 138.5 kcal/mol